Molecular formula: C2H8IN2O
Method: DFT, ωB97M-V/def2-TZVPD

Bonds (Å) are listed after each position.
Geometry (Å):
1 I -2.82 0.08 0.09  N3 2.197
2 O 0.67 0.82 -0.08  C6 1.392, H10 1.083
3 N -1.12 -1.28 0.38  I1 2.197, C5 1.306, H8 1.020
4 N 1.11 -1.93 -0.12  C5 1.381, H9 1.074, H13 1.014
5 C -0.07 -1.27 -0.40  N3 1.306, N4 1.381, H14 1.126
6 C -0.08 1.99 -0.09  O2 1.392, H7 1.067, H11 1.061, H12 1.084
7 H 0.42 2.92 -0.20  C6 1.067
8 H -1.12 -2.00 1.10  N3 1.020
9 H 1.88 -1.38 -0.61  N4 1.074
10 H 1.32 1.11 0.74  O2 1.083
11 H -0.60 2.17 0.82  C6 1.061
12 H -0.79 2.07 -0.91  C6 1.084
13 H 1.39 -2.39 0.74  N4 1.014
14 H -0.18 -0.90 -1.46  C5 1.126

As for the relative energy (zero: lowest compared OMol25 entry of this formula, charge and spin): 1.513 eV. As for the highest occupied orbital energy: -13.92 eV. The HOMO-LUMO gap is 0.3005 Eh. For the total energy, the calculation gives -563.1145 hartree. The net charge is +1.

---

Molecular formula: C2H8N2
Method: DFT, ωB97M-V/def2-TZVPD

Bonds (Å) are listed after each position.
Geometry (Å):
1 N -0.10 0.24 -0.84  N2 1.397, C4 1.430, H6 0.982
2 N -0.67 -0.49 0.20  N1 1.397, C3 1.480, H7 0.899
3 C 0.26 -1.41 0.89  N2 1.480, H8 1.006, H9 1.130, H11 1.142
4 C 0.44 1.51 -0.48  N1 1.430, H5 0.964, H10 1.106, H12 1.111
5 H -0.24 2.14 -0.19  C4 0.964
6 H -1.00 0.41 -1.18  N1 0.982
7 H -1.20 0.05 0.69  N2 0.899
8 H 0.70 -2.22 0.47  C3 1.006
9 H 1.09 -0.73 1.25  C3 1.130
10 H 0.98 2.24 -1.12  C4 1.106
11 H -0.23 -1.99 1.74  C3 1.142
12 H 1.10 1.22 0.37  C4 1.111

As for the relative energy (zero: lowest compared OMol25 entry of this formula, charge and spin): 3.501 eV. As for the highest occupied orbital energy: -8.65 eV. The HOMO-LUMO gap is 0.3594 Eh. For the total energy, the calculation gives -190.3702 hartree. The net charge is 0.

---

Molecular formula: C2H8N2
Method: DFT, ωB97M-V/def2-TZVPD

Bonds (Å) are listed after each position.
Geometry (Å):
1 N 0.68 1.66 0.12  C4 1.485, H5 1.024, H7 1.015
2 N 0.03 -0.66 -0.46  C3 1.465, C4 1.410, H6 1.001
3 C -1.20 -0.97 0.28  N2 1.465, H8 1.101, H9 1.091, H12 1.087
4 C 1.02 0.22 0.02  N1 1.485, N2 1.410, H10 1.090, H11 1.090
5 H -0.30 1.67 0.42  N1 1.024
6 H 0.14 -1.11 -1.35  N2 1.001
7 H 0.61 2.03 -0.83  N1 1.015
8 H -1.08 -0.59 1.30  C3 1.101
9 H -1.98 -0.35 -0.16  C3 1.091
10 H 1.84 0.21 -0.70  C4 1.090
11 H 1.53 -0.07 0.93  C4 1.090
12 H -1.30 -2.05 0.43  C3 1.087

As for the relative energy (zero: lowest compared OMol25 entry of this formula, charge and spin): 0.689 eV. As for the highest occupied orbital energy: -8.43 eV. The HOMO-LUMO gap is 0.3505 Eh. For the total energy, the calculation gives -190.4735 hartree. The net charge is 0.